The following is a quantum chemistry calculation of a cluster of 2 separate species, C9H15BrF3N2O4 in total, from the OMol25 dataset.

Output
Max |F| (eV Å⁻¹): 0.931
Kohn-Sham gap (eV): 4.282
E_HOMO (eV): -2.219
Total charge: -1

Each line ends with the Löwdin charge.
Atoms and positions in Å:
C: 1.371 -0.254 2.378  0.012
C: 2.437 -0.552 1.347  -0.519
O: 3.061 -1.589 1.404  0.052
N: 2.667 0.340 0.315  -0.104
C: 2.967 -0.331 -0.958  -0.039
C: 1.817 1.518 0.177  -0.189
C: 0.444 1.270 -0.462  -0.155
C: -0.658 2.171 0.105  -0.159
C: -2.041 1.547 0.058  -0.135
O: -1.985 0.198 0.591  -0.049
C: -2.760 -0.670 -0.074  -0.609
O: -3.626 -0.375 -0.815  0.176
N: -2.398 -2.049 0.209  -0.299
Br: -2.256 -2.399 2.042  0.843
C: -1.270 -2.556 -0.518  -0.748
F: -0.069 -2.192 0.015  0.084
F: -1.318 -2.113 -1.755  0.199
F: -1.286 -3.895 -0.492  0.131
H: 1.612 -0.812 3.281  0.085
H: 0.420 -0.627 1.989  0.056
H: 1.232 0.798 2.617  0.067
H: 2.857 0.396 -1.763  0.088
H: 2.289 -1.166 -1.144  0.092
H: 3.992 -0.698 -0.962  0.083
H: 2.379 2.234 -0.433  0.120
H: 1.709 1.985 1.155  0.096
H: 0.171 0.223 -0.327  0.095
H: 0.521 1.426 -1.541  0.125
H: -0.410 2.510 1.117  0.106
H: -0.742 3.073 -0.511  0.120
H: -2.416 1.498 -0.966  0.131
H: -2.744 2.115 0.672  0.129
O: -2.666 -0.352 -3.702  -0.655
H: -3.300 -0.670 -3.050  -0.230